(1)
C4H12NOS | ωB97M-V/def2-TZVPD

Geometry as XYZ:
```
19
Properties=species:S:1:pos:R:3:forces:R:3:mulliken_charge:R:1
C -0.16923 1.69033 1.03236 2.106 2.581 -2.354 -0.94
C -1.65695 1.01028 -2.01834 0.492 0.674 2.101 -0.55
C -0.68411 -1.56086 0.67959 1.795 -0.739 1.937 -0.98
C 2.12206 -1.06460 0.41467 -0.538 -0.567 0.929 -1.07
N 0.33343 0.98499 -0.18093 -1.725 -0.724 -0.211 -0.32
O 0.48033 -1.07522 -1.60191 -0.189 -0.289 -1.237 -0.61
S 0.48744 -0.61790 -0.25791 1.232 0.390 0.525 1.11
H -0.47863 2.74062 0.67650 -0.053 -1.749 0.447 0.29
H -0.87995 1.21974 1.62425 -1.442 -0.909 0.881 0.41
H 0.71608 1.96419 1.60968 0.048 -0.322 0.350 0.38
H -1.38493 0.35165 -2.82406 -0.597 -1.351 0.539 0.36
H -2.35235 1.08673 -1.12617 0.746 -0.927 -1.618 0.36
H -1.26805 1.93604 -2.31616 0.442 1.660 0.077 0.31
H -1.63640 -1.47564 0.22540 -0.871 -0.115 -0.681 0.36
H -0.73080 -1.07914 1.68896 0.040 -0.697 -0.606 0.36
H -0.28179 -2.65130 0.74809 -0.858 1.997 -0.187 0.39
H 2.25597 -0.73018 1.45747 -0.369 -0.260 -0.309 0.36
H 2.87631 -0.55231 -0.15505 0.047 0.236 -0.628 0.38
H 2.25158 -2.17743 0.32355 -0.304 1.111 0.044 0.38
```
Positions in Å, forces in eV/Å.

E_tot   -18703.075 eV
Charge   +1
Energy relative to the best compared isomer or geometry (same formula, charge and spin)   138.2 kcal/mol
Gap between HOMO and LUMO (spin up / spin down)   6.82 / 8.97 eV
Molecular weight   122.213 g mol⁻¹
HOMO energy (spin up / spin down)   -13.56 / -14.46 eV

=====

(2)
C3H6N2 | ωB97M-V/def2-TZVPD

Geometry as XYZ:
```
11
Properties=species:S:1:pos:R:3:forces:R:3:mulliken_charge:R:1
C -0.83454 -1.03665 1.13208 -0.943 0.361 0.477 0.46
C -0.04782 1.17841 -0.95777 0.018 1.482 5.024 -0.78
C 0.30017 -1.30042 0.37418 1.735 3.387 -2.880 -0.61
N -1.74002 -0.83780 1.80067 -0.804 0.250 0.474 -0.37
N 1.03057 0.39174 -0.28870 -2.396 -3.352 1.186 -0.47
H -1.11456 1.15674 -0.60247 0.818 -0.575 0.591 0.28
H 0.22940 2.23201 -0.65607 -0.150 -0.766 -1.516 0.32
H -0.14649 0.85652 -1.90534 0.394 -0.252 -3.637 0.33
H 1.08200 -1.60035 1.03557 0.772 -0.725 -0.333 0.28
H 0.06167 -1.76701 -0.59035 0.627 -0.299 0.661 0.27
H 1.17963 0.72682 0.65821 -0.072 0.490 -0.048 0.29
```
Positions in Å, forces in eV/Å.

E_tot   -6185.485 eV
Charge   0
Energy relative to the best compared isomer or geometry (same formula, charge and spin)   70.6 kcal/mol
Gap between HOMO and LUMO   10.28 eV
Molecular weight   70.095 g mol⁻¹
HOMO energy   -9.90 eV

=====

(3)
C6H14N3O5P | ωB97M-V/def2-TZVPD

Geometry as XYZ:
```
29
Properties=species:S:1:pos:R:3:forces:R:3:mulliken_charge:R:1
C 2.31400 2.41506 1.88304 3.008 -4.377 -0.146 -0.98
C -2.73626 -1.53401 1.19320 -1.009 1.359 2.190 -1.47
C -2.35566 1.03938 0.66278 1.994 -0.636 -0.669 -1.32
C 2.14752 -0.46142 -2.09764 -1.395 0.971 0.080 -1.01
C 2.71782 1.60441 0.52760 -0.148 1.261 1.312 -0.31
C -2.02156 -0.49246 0.43644 0.082 1.708 -0.599 0.69
N 0.08590 -0.50075 -0.48860 0.412 -0.620 1.267 -0.46
N -0.52572 -0.62473 0.63100 -0.571 1.581 -3.901 1.05
N -2.26800 -0.71633 -1.09726 0.752 -4.829 3.381 1.10
O -0.03375 -0.59892 1.71078 0.141 -0.728 2.718 -0.61
O -2.21399 -1.90049 -1.42898 0.077 1.064 -0.268 -0.61
O -2.63878 0.18585 -1.70498 -1.195 3.250 -3.130 -0.62
O 2.05326 -2.20683 0.07259 -0.002 -0.127 -0.038 -0.74
O 2.42239 0.20150 0.71955 -0.679 0.473 -0.838 -0.29
P 1.77308 -0.83119 -0.33346 0.425 0.888 -0.770 0.82
H 1.28821 2.20776 1.89932 -1.692 0.546 0.600 0.23
H 2.80508 1.75606 2.72394 -1.049 1.261 -1.386 0.23
H 2.68691 3.40532 2.04680 -0.187 0.610 -0.573 0.40
H -2.32926 -2.51902 1.15785 -0.114 -0.728 -0.891 0.38
H -3.83015 -1.38381 1.05671 0.751 -0.694 -0.081 0.37
H -2.53256 -1.25747 2.24152 -0.292 0.026 -0.086 0.41
H -1.59902 1.53249 -0.00807 -1.195 -0.163 0.224 0.38
H -3.37712 1.30698 0.40191 0.182 -0.117 0.050 0.37
H -2.04098 1.42828 1.62622 -0.409 -0.562 0.513 0.33
H 3.13377 -0.71869 -2.36432 1.235 -0.783 -0.088 0.42
H 1.41192 -1.16940 -2.59970 0.918 1.173 0.280 0.29
H 2.08165 0.62988 -2.45825 -0.603 -1.628 0.760 0.29
H 3.75948 1.58537 0.31265 1.006 0.496 0.109 0.37
H 2.25088 2.12095 -0.31976 -0.441 -0.676 -0.021 0.29
```
Positions in Å, forces in eV/Å.

E_tot   -30440.673 eV
Charge   0
Energy relative to the best compared isomer or geometry (same formula, charge and spin)   0.0 kcal/mol
Gap between HOMO and LUMO   10.16 eV
Molecular weight   239.168 g mol⁻¹
HOMO energy   -10.38 eV

=====

(4)
C21H22CuO3 | ωB97M-V/def2-TZVPD

Geometry as XYZ:
```
47
Properties=species:S:1:pos:R:3:forces:R:3:mulliken_charge:R:1
C 3.13735 -2.35628 -0.15490 0.082 0.008 -0.004 -0.68
O 2.29066 -2.51126 -1.28285 -0.057 -0.067 -0.087 -0.40
C 1.01297 -3.01136 -1.01918 0.181 0.101 -0.071 -0.92
C 0.09435 -1.95867 -0.42103 0.146 -0.340 0.317 0.69
C -1.26001 -2.53195 -0.03032 -0.133 -0.196 -0.549 -0.72
C -2.41948 -1.52741 0.07186 -0.193 -0.335 0.345 -0.48
C -2.82322 -1.10432 1.49768 0.239 0.367 -0.072 -0.86
C -2.57284 0.39637 1.73827 0.105 -0.264 -0.293 -1.39
C -1.10710 0.71596 1.87256 0.125 0.086 0.102 0.44
C -0.36254 0.11937 2.89113 0.040 0.115 -0.073 -0.46
C 0.99353 0.36087 3.04994 -0.244 -0.116 0.063 -0.98
C 1.66804 1.20682 2.18216 0.023 0.079 0.158 -0.92
C 0.96563 1.80963 1.15989 -0.046 -0.081 -0.027 0.47
C -0.41207 1.56262 1.00434 0.136 -0.031 -0.135 1.09
C -1.05526 2.27320 -0.11121 0.004 -0.094 0.240 0.01
O -2.14629 2.79074 -0.11497 -0.410 -0.001 -0.134 -0.44
C -0.25472 2.55534 -1.32565 0.012 -0.065 -0.138 0.73
C -0.88261 2.64125 -2.60204 0.212 0.067 -0.147 -0.63
C -0.08797 2.84853 -3.70447 -0.332 -0.065 0.158 -0.70
C 1.27773 3.06228 -3.53461 0.106 0.029 -0.006 -0.42
C 1.88941 3.03466 -2.24832 -0.031 0.117 -0.124 -0.72
C 1.11354 2.80498 -1.14889 0.060 0.189 -0.089 0.59
C 1.67741 2.74787 0.23839 -0.077 -0.087 0.130 -0.03
O 2.63264 3.39807 0.55551 0.213 -0.111 -0.072 -0.47
H 2.66552 -2.71677 0.76110 -0.053 -0.033 0.084 0.31
H 3.40238 -1.30837 -0.02436 -0.043 0.102 0.029 0.23
H 4.05217 -2.92024 -0.31622 0.060 -0.074 -0.034 0.28
H 0.61373 -3.35893 -1.97090 -0.044 -0.061 -0.076 0.36
H 1.07664 -3.89438 -0.35567 -0.034 -0.072 0.128 0.40
H 0.58534 -1.53289 0.45556 -0.032 0.284 -0.011 -0.16
H -0.05122 -1.17545 -1.16192 -0.024 0.121 -0.035 0.17
H -1.13688 -3.01397 0.97320 0.055 -0.096 0.641 -0.22
H -1.52883 -3.33071 -0.72889 -0.011 0.031 -0.206 0.85
H -2.13974 -0.64245 -0.49590 0.070 0.043 -0.140 0.29
H -3.28411 -1.95171 -0.43197 -0.078 0.008 -0.055 0.49
H -2.25234 -1.68914 2.21951 -0.066 -0.064 0.196 0.43
H -3.87546 -1.30267 1.67778 -0.090 -0.087 -0.021 0.45
H -2.98091 0.92299 0.87989 -0.222 0.179 0.126 0.39
H -3.10913 0.74002 2.61926 -0.018 0.053 0.112 0.50
H -0.87838 -0.51934 3.59362 0.013 -0.077 0.104 0.61
H 1.51751 -0.09813 3.87454 0.091 -0.025 0.055 0.48
H 2.71650 1.41925 2.32529 0.089 0.072 -0.063 0.57
H -1.94928 2.50651 -2.69477 -0.096 0.015 0.105 0.57
H -0.52874 2.87196 -4.68810 0.018 0.024 -0.118 0.48
H 1.87882 3.27976 -4.40595 0.135 0.023 -0.008 0.45
H 2.95062 3.20498 -2.14341 0.106 -0.009 0.026 0.57
Cu -1.11340 -4.81765 1.47502 0.013 0.340 -0.333 0.70
```
Positions in Å, forces in eV/Å.

E_tot   -72896.013 eV
Charge   +2
Spin multiplicity   2
Gap between HOMO and LUMO (spin up / spin down)   6.58 / 4.72 eV
Molecular weight   385.950 g mol⁻¹
HOMO energy (spin up / spin down)   -15.18 / -15.18 eV

=====

(5)
C22H37F6GeN2O4PtS2 | ωB97M-V/def2-TZVPD

Geometry as XYZ:
```
75
Properties=species:S:1:pos:R:3:forces:R:3:mulliken_charge:R:1
Pt 0.19261 0.46920 0.51086 -0.671 1.110 -1.074 1.65
F 4.61163 -2.06605 1.38673 -0.014 0.056 -0.105 -0.19
C 3.54282 -1.83532 2.12279 -0.097 -0.185 0.112 0.46
F 3.88556 -1.19128 3.22094 -0.017 -0.005 -0.052 -0.16
F 2.95167 -2.98637 2.43941 0.128 0.077 -0.016 -0.21
S 2.31582 -0.85827 1.11911 1.256 -0.714 -0.157 1.14
O 2.65050 0.54371 1.20422 0.089 0.107 0.046 -0.57
O 2.28881 -1.44607 -0.18150 0.034 -0.342 0.117 -0.63
N 0.87336 -1.13882 1.82426 -0.534 0.601 -0.730 -0.61
S 0.52930 -0.45320 3.24882 -0.589 0.421 1.636 0.59
O 1.59817 0.29584 3.81468 0.317 -0.071 0.112 -0.54
O -0.75883 0.18672 3.17658 -0.053 -0.380 0.022 -0.50
C 0.19643 -1.93168 4.33209 0.086 -0.121 -0.391 0.61
F 1.33231 -2.38527 4.83005 0.069 -0.048 0.050 -0.19
F -0.38406 -2.87971 3.60015 0.000 0.002 0.112 -0.21
F -0.61803 -1.57415 5.30845 0.067 0.084 0.039 -0.20
C -5.00734 1.81669 3.91130 0.157 -0.062 -0.027 -1.44
C -3.49651 1.60739 3.97545 -0.050 0.165 -0.080 0.18
C -2.71142 2.47799 2.99355 0.029 -0.117 -0.012 -0.38
C -2.91039 2.08297 1.53414 0.196 -0.558 0.147 -0.48
Ge -2.27010 0.29154 0.91746 -0.486 0.133 -0.688 -0.21
C -2.71282 -1.51611 1.59302 0.262 0.268 0.144 -0.43
C -3.95868 -2.09172 0.92788 -0.092 0.289 -0.092 -1.17
C -5.22184 -1.26750 1.19957 0.131 -0.212 0.065 0.22
C -5.78062 -1.46837 2.60446 0.036 0.092 -0.069 -1.33
H -5.50408 1.20644 4.66521 -0.067 0.021 -0.028 0.41
H -5.41250 1.53332 2.93761 -0.049 0.019 0.025 0.21
H -5.26204 2.86138 4.09688 -0.030 0.005 -0.004 0.40
H -3.25978 0.55766 3.77807 0.031 -0.004 0.118 -0.27
H -3.14860 1.83338 4.98567 0.015 -0.100 0.006 0.49
H -1.65111 2.41338 3.24285 0.010 0.091 0.016 -0.22
H -3.01482 3.52402 3.11223 0.004 0.005 0.047 0.76
H -2.43463 2.80434 0.86641 -0.066 -0.011 -0.074 0.12
H -3.97480 2.06955 1.28208 0.011 0.022 -0.099 0.67
H -2.70667 0.27410 -0.59730 0.033 0.013 0.263 -0.16
H -2.81214 -1.47985 2.67797 0.035 0.022 -0.008 0.44
H -1.84036 -2.13361 1.36750 0.026 0.015 0.066 0.43
H -4.10063 -3.11181 1.29476 -0.021 -0.033 -0.088 0.48
H -3.79613 -2.14875 -0.15157 0.018 -0.084 0.016 0.31
H -5.98562 -1.53934 0.46922 -0.018 0.092 -0.016 0.41
H -4.98391 -0.20778 1.03636 -0.140 0.026 -0.042 -0.05
H -6.13217 -2.49323 2.72909 0.026 -0.012 0.023 0.40
H -6.62349 -0.80144 2.78655 0.001 -0.024 0.046 0.36
H -5.02757 -1.27373 3.37138 -0.029 0.010 0.015 0.24
C -0.60395 6.91454 -0.99978 0.095 0.026 0.006 -1.80
C -0.26390 5.67373 -0.22357 -0.064 0.019 -0.108 -0.21
C 0.13509 5.75932 1.11479 0.030 -0.194 -0.079 -0.24
C 0.44533 4.62430 1.87080 0.121 -0.120 -0.026 -0.04
C 0.86457 4.74805 3.30707 0.035 0.023 -0.054 -1.97
C 0.36652 3.39556 1.25916 -0.020 -0.114 0.145 0.36
C 0.01522 3.25621 -0.12066 -0.305 -0.295 -0.136 0.57
C -0.31738 4.43749 -0.83073 -0.022 0.510 -0.141 -0.01
N -0.01959 2.00506 -0.67428 0.651 -0.354 1.175 -0.45
C 0.27369 1.75640 -2.11719 -0.354 -0.135 -0.684 1.51
C -0.42907 2.73099 -3.07288 0.149 -0.085 -0.214 -2.23
C -0.14126 0.33411 -2.52840 0.062 0.040 0.261 -1.58
C 1.80571 1.90105 -2.25548 0.026 0.047 0.314 -1.29
H -0.99839 7.69308 -0.34974 -0.035 -0.003 -0.017 0.44
H -1.33153 6.70678 -1.78211 -0.017 0.012 0.009 0.39
H 0.29677 7.30742 -1.47646 -0.029 0.032 -0.005 0.33
H 0.21365 6.73327 1.58557 -0.086 0.034 -0.014 0.51
H 1.66770 5.47916 3.40321 0.003 -0.015 0.039 0.51
H 1.21595 3.79390 3.69626 -0.030 0.021 0.028 0.33
H 0.02943 5.09218 3.91926 0.001 -0.028 0.008 0.40
H 0.65992 2.52542 1.83145 -0.114 -0.125 -0.029 0.36
H -0.66070 4.38863 -1.85043 -0.058 0.233 0.596 0.52
H -1.47091 2.87992 -2.78755 -0.022 -0.033 -0.115 0.43
H -0.41353 2.29548 -4.07007 0.032 -0.101 0.027 0.53
H 0.08924 3.68634 -3.13210 0.000 -0.218 -0.343 0.64
H -1.22537 0.25150 -2.59534 -0.010 -0.042 0.045 0.39
H 0.23979 -0.42932 -1.84687 -0.021 0.074 0.008 0.23
H 0.28642 0.11393 -3.50623 -0.040 0.138 -0.044 0.51
H 2.13922 2.86567 -1.87062 0.030 0.004 -0.062 0.34
H 2.06303 1.82696 -3.31092 -0.070 -0.001 -0.015 0.44
H 2.31732 1.10501 -1.71559 0.019 -0.013 0.035 0.27
```
Positions in Å, forces in eV/Å.

E_tot   -132312.844 eV
Charge   +1
Gap between HOMO and LUMO (spin up / spin down)   5.34 / 5.34 eV
Molecular weight   839.358 g mol⁻¹
HOMO energy (spin up / spin down)   -12.14 / -12.14 eV

=====

(6)
C8H6BiNO5 | ωB97M-V/def2-TZVPD

Geometry as XYZ:
```
21
Properties=species:S:1:pos:R:3:forces:R:3:mulliken_charge:R:1
O -1.56482 -3.94892 -1.14404 1.671 2.887 0.937 -0.04
C -1.05413 -2.97477 -0.83566 -1.500 -4.362 -1.188 0.14
Bi -0.09152 -0.70554 -0.17363 2.478 0.235 0.222 1.57
O -3.70054 -1.54746 -1.05562 3.245 1.211 0.867 -0.07
C -2.65263 -1.17642 -0.77885 -5.281 -0.701 -1.159 0.08
C 2.39490 0.04771 0.42390 3.217 2.941 1.449 0.09
O 3.37241 0.51309 0.79049 -2.645 -1.670 -1.102 -0.07
C 0.42787 0.02394 -2.63485 1.179 1.755 -3.749 0.14
O 0.69874 0.53372 -3.62193 -0.955 -1.733 3.299 -0.03
C -0.51416 -1.10642 2.30359 -0.283 0.066 4.499 0.16
O -0.62561 -1.04255 3.43948 0.316 -0.260 -3.859 -0.02
H 1.44729 -1.82733 -0.14578 -1.414 -0.269 -0.240 0.04
C 1.38427 5.26881 1.06750 0.074 -0.622 -0.349 -1.10
C 0.09356 4.46566 1.36306 0.152 1.033 0.175 -0.22
C 0.12803 3.08218 0.94244 -0.282 -2.715 -0.830 0.16
N 0.08899 1.95678 0.60814 0.214 2.502 0.789 -0.40
H 2.24593 4.80618 1.55052 -0.051 0.056 -0.033 0.34
H 1.29574 6.28641 1.43010 -0.190 0.027 0.084 0.33
H 1.55762 5.30015 -0.00899 0.074 0.063 0.086 0.34
H -0.09061 4.48638 2.44051 -0.156 -0.159 -0.046 0.28
H -0.76196 4.95219 0.86883 0.138 -0.284 0.148 0.29
```
Positions in Å, forces in eV/Å.

E_tot   -25938.516 eV
Charge   +2
Energy relative to the best compared isomer or geometry (same formula, charge and spin)   0.0 kcal/mol
Gap between HOMO and LUMO   8.84 eV
Molecular weight   405.118 g mol⁻¹
HOMO energy   -17.78 eV

=====

(7)
C3H4I2O | ωB97M-V/def2-TZVPD

Geometry as XYZ:
```
10
Properties=species:S:1:pos:R:3:forces:R:3:mulliken_charge:R:1
C -1.22362 -0.46626 0.94443 0.364 0.234 -0.083 -0.75
C -0.31114 0.43944 0.56596 -0.903 0.066 0.460 0.18
C 1.01923 0.13571 0.17537 0.150 -0.699 -2.693 -0.24
O 0.34170 -0.27144 -2.11118 0.987 -0.204 2.043 -0.65
I 1.80219 -1.77314 0.30344 -0.084 0.268 0.039 0.27
I 2.36690 1.66699 -0.16852 -0.182 -0.129 0.167 0.25
H -2.23097 -0.17401 1.18071 -0.160 0.141 0.059 0.25
H -0.99017 -1.51556 1.00102 0.067 -0.172 0.015 0.15
H -0.58543 1.48650 0.50664 0.003 0.003 -0.009 0.30
H -0.18868 0.47177 -2.39787 -0.241 0.492 0.002 0.25
```
Positions in Å, forces in eV/Å.

E_tot   -21420.096 eV
Charge   0
Energy relative to the best compared isomer or geometry (same formula, charge and spin)   93.5 kcal/mol
Gap between HOMO and LUMO (spin up / spin down)   6.82 / 6.82 eV
Molecular weight   309.872 g mol⁻¹
HOMO energy (spin up / spin down)   -8.64 / -8.64 eV

=====

(8)
C4H5Br2N3O2 | ωB97M-V/def2-TZVPD

Geometry as XYZ:
```
16
Properties=species:S:1:pos:R:3:forces:R:3:mulliken_charge:R:1
C 1.22419 -1.07099 0.86536 -1.394 -1.317 1.313 -0.74
N -0.01525 -0.56127 0.38886 -1.371 1.739 -0.975 0.56
N -1.23632 -1.02979 0.88511 0.512 0.118 -1.005 -0.73
C -2.13738 -0.36754 0.23454 -1.044 -0.152 1.183 0.04
Br -3.93869 -0.65393 0.58423 -0.188 -0.293 0.091 -0.09
C -1.63553 0.64437 -0.63800 -0.405 0.179 -0.405 0.62
N -2.28083 1.45546 -1.50858 2.063 0.303 -0.440 0.73
O -1.68140 2.08778 -2.40601 -0.836 -0.484 1.205 -0.62
O -3.63128 1.68578 -1.38059 0.255 0.070 -0.329 -0.37
C -0.21178 0.56725 -0.32062 1.160 1.281 -0.490 -0.99
Br -0.00527 2.35453 1.16889 -0.217 0.216 0.265 -0.31
H 2.02330 -1.01713 0.16300 0.155 -0.598 -0.990 0.27
H 1.62141 -0.61162 1.74258 -0.185 0.923 0.861 0.31
H 0.80120 -2.03291 1.19950 1.549 -0.420 -0.302 0.33
H -3.82360 2.35955 -2.08820 0.530 -0.736 0.592 0.39
H 0.63559 1.09514 -0.76421 -0.583 -0.829 -0.575 0.61
```
Positions in Å, forces in eV/Å.

E_tot   -152874.081 eV
Charge   0
Energy relative to the best compared isomer or geometry (same formula, charge and spin)   7.3 kcal/mol
Gap between HOMO and LUMO (spin up / spin down)   7.10 / 6.53 eV
Molecular weight   286.911 g mol⁻¹
HOMO energy (spin up / spin down)   -8.54 / -8.42 eV